No. 1
A structure of composition H28O14 in a non-equilibrium geometry. Source: the OMol25 dataset; level of theory: ωB97M-V/def2-TZVPD.

The geometry in XYZ format:
```
42
Properties=species:S:1:pos:R:3:forces:R:3:lowdin_charge:R:1
O -3.3693 -1.4256 0.0423 0.51 -1.08 -5.33 -0.1749
H -3.0633 -0.7066 -0.7027 -1.27 -2.79 2.63 0.0986
H -3.4873 -2.3446 -0.5707 0.66 3.93 2.57 0.1568
O -0.3623 -2.3246 1.8193 2.79 3.13 -0.94 -0.0661
H 0.0377 -2.3146 2.6813 -0.29 -1.25 1.50 0.0319
H 0.1887 -1.4366 1.6343 -1.45 -2.76 -0.86 0.0634
O 1.1587 -1.9476 -1.2267 -0.66 -2.53 1.07 -0.0401
H 0.9847 -2.9386 -1.2537 -0.30 1.84 0.26 0.1360
H 1.7157 -1.8356 -1.9687 0.96 0.57 -1.47 0.0411
O 2.0047 0.7774 -2.0747 1.76 4.20 1.50 -0.0259
H 1.7057 0.2404 -2.7237 -1.76 -3.24 -3.06 -0.0392
H 1.9717 1.6184 -2.6287 0.01 -1.07 1.61 0.0888
O -0.9563 0.6284 3.5753 3.77 3.68 4.16 -0.1069
H -1.7433 0.5134 2.9733 -0.33 1.00 1.74 -0.1158
H -0.5153 1.3154 3.0603 0.42 0.28 0.67 0.0089
O -0.3893 0.1294 -0.1527 1.64 -3.10 -1.42 -0.0680
H 0.2607 -0.5556 -0.6357 -1.93 1.48 1.49 0.0979
H 0.2107 0.5774 0.4133 0.85 0.98 1.06 0.0031
O -1.8993 -0.3146 2.1703 -7.74 -2.41 -4.72 0.0186
H -1.0483 -0.5396 2.0403 3.59 -1.31 -0.53 -0.0413
H -2.3843 -0.6216 1.4113 -0.77 -0.70 -0.76 0.0392
O -1.3973 -1.7566 -2.7987 -1.36 -2.23 -4.08 -0.0774
H -1.5773 -1.6636 -3.8297 0.57 -0.24 3.37 0.1300
H -1.1813 -0.9006 -2.5257 0.96 2.01 0.60 -0.0772
O 0.7197 3.5804 -1.4307 3.69 -0.66 -0.06 -0.1131
H 1.5797 3.6194 -1.9627 -2.02 0.53 0.26 0.0544
H 1.2127 3.1944 -0.6417 -1.70 0.49 -0.36 0.0024
O 1.8857 -0.0976 1.9593 -2.08 0.39 2.17 -0.0451
H 1.7707 -0.4436 2.8903 0.42 0.76 -1.54 0.1164
H 2.6087 -0.5206 1.5393 1.57 -1.19 -0.65 -0.0022
O 1.3687 2.5174 0.9923 0.15 -3.41 1.76 -0.0999
H 1.6327 1.5174 1.2313 -0.24 3.00 -0.55 0.0712
H 0.7367 2.6754 1.7253 0.44 0.42 -0.71 0.0613
O -2.8853 1.9574 0.1463 -1.40 2.77 -10.86 0.0873
H -2.3173 1.3394 -0.2557 1.31 -0.87 -0.70 -0.0240
H -2.8733 1.8394 0.9613 0.17 -1.77 11.57 -0.1038
O 3.4797 -1.6466 0.3193 0.56 -1.21 -0.35 -0.0510
H 2.7537 -2.0326 -0.1897 -0.66 0.65 0.08 0.0030
H 4.1017 -2.3916 0.2343 0.25 0.70 0.52 0.0711
O -0.8063 1.1734 -2.3167 1.47 0.29 0.40 -0.1343
H -0.3003 0.9574 -1.4027 -2.29 0.39 -2.57 0.0296
H -1.5333 0.5874 -2.5287 -0.26 0.35 0.54 -0.0050
```
Positions in Å, forces in eV/Å.

E_tot: -29113.849 eV
energy relative to the best compared isomer or geometry (same formula, charge and spin): 179.94 kcal per mole

=====

No. 2
A cluster of 2 separate species, C4H8NO3 in total in a non-equilibrium geometry. Source: the OMol25 dataset; level of theory: ωB97M-V/def2-TZVPD.

The geometry in XYZ format:
```
16
Properties=species:S:1:pos:R:3:forces:R:3:lowdin_charge:R:1
C 0.0333 2.6835 0.5482 1.43 -0.42 0.76 -0.0603
C 1.5589 2.3599 0.3746 -0.66 0.22 -0.62 -0.8031
O 1.8181 1.1388 0.2807 0.17 -0.08 0.26 -0.1034
O 2.2965 3.3610 0.2777 0.34 -0.19 0.20 -0.1032
H -0.1779 2.4227 1.5821 -0.24 0.21 0.34 0.0471
H -0.4850 1.9306 -0.0357 -0.53 0.59 -0.54 0.0285
H -0.0567 3.7593 0.3958 -0.76 -0.30 -0.35 0.0525
C -0.8555 -2.7977 -1.0667 -0.37 0.36 -0.40 -0.0282
C -0.0575 -1.9611 -0.1052 0.02 -0.06 0.33 -0.5973
O 1.0920 -2.2215 0.1426 0.19 -0.35 0.18 0.0659
N -0.7623 -0.9576 0.5675 0.77 0.88 -0.44 0.1208
H -1.5410 -2.1887 -1.6612 0.06 0.01 -0.04 0.0713
H -1.4739 -3.5006 -0.5218 -0.07 -0.17 0.25 0.0725
H -0.0528 -0.3851 1.0476 -0.09 -0.22 -0.02 0.0838
H -1.1522 -0.3002 -0.1125 -0.39 -0.40 0.22 0.0811
H -0.1840 -3.3433 -1.7137 0.14 -0.08 -0.13 0.0719
```
Positions in Å, forces in eV/Å.

E_tot: -11912.159 eV
energy relative to the best compared isomer or geometry (same formula, charge and spin): 26.16 kcal per mole
total charge: -1

=====

No. 3
An isolated molecule of H3IN2 in a non-equilibrium geometry. Source: the OMol25 dataset; level of theory: ωB97M-V/def2-TZVPD.

The geometry in XYZ format:
```
6
Properties=species:S:1:pos:R:3:forces:R:3:lowdin_charge:R:1
N 0.3660 0.0884 -0.3318 -2.00 -0.86 -2.37 -0.0666
N -0.6426 -0.7906 -0.0992 -1.00 0.38 -2.19 -0.3741
I -2.8200 0.0272 -0.0019 0.57 0.14 0.01 0.3415
H 0.1157 0.7008 -1.1214 0.76 -0.58 0.65 0.1002
H 0.8678 0.4660 0.3955 0.79 1.43 2.07 0.0548
H -0.7681 -1.0377 0.8449 0.89 -0.52 1.83 -0.0557
```
Positions in Å, forces in eV/Å.

E_tot: -11127.335 eV
energy relative to the best compared isomer or geometry (same formula, charge and spin): 8.21 kcal per mole
SMILES: NNI

=====

No. 4
A cluster of 2 separate species, C2H3ClO2 in total in a non-equilibrium geometry. Source: the OMol25 dataset; level of theory: ωB97M-V/def2-TZVPD.

The geometry in XYZ format:
```
8
Properties=species:S:1:pos:R:3:forces:R:3:lowdin_charge:R:1
C -1.7804 -0.3916 0.2528 -1.44 3.54 2.30 -0.1522
C 1.7069 0.4450 -0.3152 -0.34 0.77 0.37 -0.6937
O -1.2690 0.0126 -0.7416 0.42 -0.94 -0.72 -0.0123
O 1.3772 1.4220 0.2587 0.97 -0.27 1.26 0.0375
Cl 2.8399 -0.8609 0.1513 -0.36 0.68 0.17 0.5744
H -1.8653 -1.3921 0.6695 0.27 -0.70 -0.46 0.0715
H -2.2636 0.4682 0.9720 0.72 -1.93 -1.13 0.1207
H 1.2543 0.2968 -1.2476 -0.26 -1.15 -1.80 0.0540
```
Positions in Å, forces in eV/Å.

E_tot: -18738.403 eV
energy relative to the best compared isomer or geometry (same formula, charge and spin): 38.00 kcal per mole
SMILES: O=CCl.C=O